Record 1
Entry from the Open Molecules 2025 dataset: the molecule C4H9NO (ωB97M-V with the def2-TZVPD basis set).

## Properties
- LUMO level (eV) = 0.802
- calculated total energy (eV) = -7829.202
- 2S+1 = 1
- relative energy (zero: lowest compared OMol25 entry of this formula, charge and spin) (kcal per mole) = 71.9

Each line ends with the natural charge from an NBO analysis.
Element x y z (Å)
H 0.72 2.83 0.99  0.2101
C 0.97 2.24 0.10  -0.6202
H 0.76 0.30 1.04  0.1732
H 2.05 2.17 0.01  0.2188
O 0.81 0.20 -1.02  -0.5324
H 0.59 2.76 -0.79  0.2168
C -1.19 -1.69 0.42  -0.4409
H -2.02 -1.04 0.14  0.1964
C 0.37 0.85 0.18  -0.0895
C 0.61 -1.05 -1.40  0.3330
H -0.75 -1.31 1.34  0.2056
H -0.35 -2.64 -1.26  0.4015
H -1.61 -2.68 0.66  0.2129
N -0.22 -1.84 -0.67  -0.6592
H -0.72 0.89 0.24  0.1737

=====

Record 2
Entry from the Open Molecules 2025 dataset: the molecule C5H7NO at a distorted geometry (ωB97M-V with the def2-TZVPD basis set).

## Properties
- LUMO level (eV) = 0.801
- calculated total energy (eV) = -8831.860
- 2S+1 = 1
- structure (SMILES) = C[C@]12N[C@H]1CC2=O
- relative energy (zero: lowest compared OMol25 entry of this formula, charge and spin) (kcal per mole) = 100.1

Each line ends with the natural charge from an NBO analysis.
Element x y z (Å)
H -1.39 -0.34 -1.92  0.2227
H 0.35 -0.83 -1.85  0.2449
C -0.52 -0.43 -1.30  -0.5312
C -0.62 -1.12 0.08  -0.0985
C -0.30 0.89 -0.55  0.5900
H -2.33 -0.08 0.79  0.3715
C -0.15 0.15 0.70  -0.0140
H 1.99 -0.37 1.11  0.2172
H -0.25 -2.11 0.35  0.2081
C 1.45 0.52 0.81  -0.6106
N -1.45 -0.51 1.12  -0.5394
O -0.24 2.07 -0.80  -0.5337
H 1.62 1.38 1.44  0.2364
H 1.93 0.82 -0.17  0.2366

=====

Record 3
Entry from the Open Molecules 2025 dataset: a 2-piece molecular cluster, C5H12Cl2OSi overall at a distorted geometry (ωB97M-V with the def2-TZVPD basis set).

## Properties
- LUMO level (eV) = -0.420
- calculated total energy (eV) = -40349.128
- 2S+1 = 1
- relative energy (zero: lowest compared OMol25 entry of this formula, charge and spin) (kcal per mole) = 15.6

Each line ends with the natural charge from an NBO analysis.
Element x y z (Å)
Cl 0.43 -1.39 0.14  0.0310
H 3.23 -1.38 3.31  0.2264
H 0.17 0.43 -2.19  0.2534
H 3.02 -2.65 1.38  0.2675
Si -1.63 2.09 -1.58  1.7979
C 1.59 -1.14 1.32  0.0374
O -2.57 2.80 -2.67  -1.0935
H 0.80 2.00 -1.51  0.2582
C 2.45 -2.11 3.34  -0.6085
C 0.06 1.57 -2.21  -1.1781
H 1.70 -1.70 3.99  0.2141
H 0.28 1.83 -3.34  0.2541
H -2.48 0.30 -0.17  0.2254
C -2.78 0.65 -1.09  -1.0958
H -2.65 -0.21 -1.81  0.2312
H 2.59 -3.06 3.87  0.2169
H -3.79 0.86 -1.06  0.2429
H 1.30 -3.31 1.73  0.2082
Cl -1.42 3.41 -0.07  -0.3988
H -2.35 3.42 -3.31  0.5006
C 2.05 -2.42 1.92  -0.5906

=====

Record 4
Entry from the Open Molecules 2025 dataset: C19H35CsN4OP2Si as an isolated structure at a distorted geometry (ωB97M-V with the def2-TZVPD basis set).

## Properties
- LUMO level (eV) = 3.885
- calculated total energy (eV) = -55280.410
- 2S+1 = 1
- net charge = -2
- relative energy (zero: lowest compared OMol25 entry of this formula, charge and spin) (kcal per mole) = 5.7

Each line ends with the Löwdin charge.
Element x y z (Å)
C 0.92 -1.66 -4.45  -0.3146
C 2.34 4.51 3.01  -0.1320
N 2.14 2.87 1.45  -0.1347
C 0.79 2.85 -5.84  -0.2111
P 1.27 -2.35 1.09  0.8552
H -3.56 -2.60 2.68  0.0068
H 0.06 -3.74 -0.49  0.0681
H -0.70 -2.16 -0.20  0.0249
C -0.12 -4.06 -3.46  -0.3347
H -0.60 -4.29 -4.41  0.0212
H 2.21 5.45 3.52  0.0629
C 0.53 3.55 -4.61  -0.3299
N 1.00 2.33 -6.84  0.1253
H -5.05 1.18 2.95  0.0021
C 2.48 -3.73 0.97  -0.3292
C -1.82 -0.42 0.98  -0.3037
H 1.16 -1.08 -1.58  0.0070
Cs 1.12 1.84 -0.96  1.1432
H 2.82 0.28 2.58  0.0387
H -0.99 -0.12 1.63  -0.0554
H 1.00 4.95 -0.06  0.0422
H -3.00 -1.44 3.88  0.0122
C 1.76 4.13 1.81  -0.4600
N 0.74 2.97 -3.44  -0.2348
H 0.48 -1.85 -5.43  0.0285
H 1.82 -2.66 -1.94  0.0686
N -0.29 6.01 -4.68  0.1132
H -3.35 1.58 3.30  0.0111
H -0.25 4.52 1.10  0.0635
C 0.76 4.92 1.01  -0.0992
H 3.21 -3.54 0.17  0.0176
H 0.93 -4.39 -3.49  0.0322
H -4.54 -1.61 -0.15  0.0104
H -0.12 -4.09 2.11  0.0336
H 4.01 0.83 1.42  0.0540
H -1.70 0.04 -0.01  -0.0806
Si -3.45 -0.32 1.68  0.2864
H 3.04 -3.81 1.90  0.0210
C -4.05 1.28 2.51  -0.2296
H 1.98 -4.69 0.77  0.0268
H -4.07 2.10 1.78  0.0078
C -3.72 -1.59 3.07  -0.2284
C 2.98 2.44 2.43  -0.4516
O 1.15 1.78 -3.46  -0.4870
C -4.78 -0.68 0.38  -0.2181
C 3.57 1.06 2.40  -0.0857
H -0.63 -4.61 -2.67  0.0197
C 3.14 3.40 3.42  -0.1312
H 0.74 5.95 1.36  0.0582
C 0.06 4.91 -4.63  -0.2124
H -4.73 -1.53 3.50  0.0043
H 1.88 -2.17 -4.39  0.0339
H -0.78 -2.46 2.32  -0.0026
H 0.58 -3.00 3.33  0.0271
C 0.26 -2.66 -0.40  -0.4823
H 3.76 3.32 4.31  0.0614
P -0.24 -2.24 -3.14  0.8563
H -4.83 0.12 -0.36  0.0127
C 0.90 -2.14 -1.69  -0.4692
H 1.07 -0.59 -4.36  0.0087
H -5.77 -0.78 0.84  0.0071
C 0.13 -3.05 2.34  -0.3115
H 4.35 0.96 3.15  0.0557

=====

Record 5
Entry from the Open Molecules 2025 dataset: a 12-piece molecular cluster, C32H84O12 overall at a distorted geometry (ωB97M-V with the def2-TZVPD basis set).

## Properties
- LUMO level (eV) = -0.150
- calculated total energy (eV) = -59114.945
- 2S+1 = 1
- structure (SMILES) = C1CCOC1.C1CCOC1.CC(C)O.CC(C)O.CC(C)O.CC(C)O.CC(C)O.CC(C)O.CC(C)O.CC(C)O.O.O

Each line ends with the Löwdin charge.
Element x y z (Å)
H 2.67 2.94 1.35  0.1087
H -3.07 -4.96 -0.09  0.0717
H -3.68 -3.34 3.34  0.0859
O 4.00 -2.46 3.30  -0.1196
H 5.62 3.50 0.83  0.0889
C -0.78 0.58 4.21  -0.1483
O -0.08 -5.69 0.35  -0.0764
H 2.53 6.02 -3.98  0.0793
H 0.82 -6.78 -2.00  0.0821
C 3.60 3.48 1.56  -0.4837
H -0.88 -1.80 -0.04  0.0637
H 3.41 4.92 0.34  0.0444
H -5.26 0.19 -3.53  0.1338
H -1.45 4.03 3.24  0.0856
C 0.65 -0.29 -0.37  -0.4558
C -2.13 -3.24 -3.30  -0.0531
C -5.51 -0.64 -1.56  -0.0565
H -0.74 -4.30 -0.95  0.1125
H 0.78 6.24 -3.81  0.0808
C 0.61 0.74 2.23  -0.1777
H 1.72 -3.77 2.29  0.1100
H -1.41 -0.06 2.20  0.0955
H 3.73 5.22 -2.24  0.0900
C -5.74 1.78 -2.17  -0.0612
C -5.03 0.47 -2.49  -0.5158
H -0.25 -1.13 3.03  0.0700
H 1.21 6.08 -1.22  0.1237
H -3.82 -3.34 -0.04  0.0632
H -1.69 6.00 1.92  0.1352
H 1.90 1.13 3.96  0.1233
H 0.92 -0.74 -2.99  0.0250
H -1.10 -2.94 -3.11  0.0704
C -3.48 -4.19 0.57  -0.0417
H -2.48 -2.40 -6.64  0.0773
H 2.07 3.57 -2.77  0.0876
H 1.44 3.72 -1.12  0.0476
H 3.02 3.77 3.61  0.0729
C 3.87 3.36 3.05  -0.0576
C -1.55 3.90 2.17  -0.0412
H 0.97 4.76 0.99  0.0512
C 4.69 2.96 0.65  -0.0527
H -3.20 0.02 -3.00  0.0420
H -5.23 2.57 -2.72  0.0767
H -1.49 5.94 -0.30  0.0878
C -1.92 -2.79 -5.79  -0.0456
O 0.37 -0.66 -3.80  -0.0594
C -0.78 -0.80 -0.46  0.0017
H 1.65 -1.69 4.48  0.1047
H 3.69 -2.87 5.29  0.1214
H -1.41 -0.16 0.16  0.0819
H -1.84 -3.87 -5.91  0.0769
H 3.98 2.32 3.36  0.0789
H 0.22 1.35 1.41  0.0618
H -2.59 3.65 1.96  0.0834
C -2.67 -2.42 -4.50  -0.4276
H -1.43 -0.90 -4.22  0.0477
H 1.86 1.49 -0.70  0.0817
H 0.37 4.11 -2.51  0.0919
H 0.71 0.11 -4.27  0.0592
H 4.53 -0.23 -1.36  0.0677
H 0.71 -6.23 0.51  0.1048
H -2.71 -3.06 -2.40  0.0632
C -0.53 -0.09 2.84  -0.1305
O -2.39 -1.05 -4.21  -0.0953
H 0.62 6.45 1.32  0.0835
H -0.90 -6.60 -1.99  0.0815
H -1.82 0.85 4.36  0.1204
H 2.38 -0.86 -1.09  0.0474
H 0.89 -2.24 2.13  0.0821
H -4.35 -4.62 1.06  0.0853
O 3.48 4.92 1.32  -0.0703
H 3.07 -1.11 2.02  0.1038
O -1.96 -5.08 2.19  -0.0728
H 1.95 7.41 -3.12  0.0809
H -3.34 -2.06 2.26  0.0802
H -1.42 -5.52 1.50  0.0457
H -5.64 2.03 -1.11  0.0776
H 0.78 5.36 2.60  0.0862
C 0.35 5.42 1.59  -0.0629
H -1.09 -0.72 -1.50  0.0731
C 3.28 -3.15 4.32  -0.1953
C 1.39 4.13 -2.13  -0.0564
H 1.42 0.15 1.79  0.0745
H 3.32 -4.24 4.22  0.1213
O 4.14 -0.74 -0.63  -0.0390
C 1.09 1.59 3.38  -0.1981
H 1.06 -3.31 4.61  0.1209
H 4.45 3.07 -0.41  0.0672
H -0.96 3.07 1.78  0.0609
H -0.34 -0.02 5.01  0.1128
O 1.45 -1.10 -1.26  -0.0946
C -2.88 -2.94 2.71  -0.0491
O -1.46 5.05 0.06  -0.0480
C 3.11 -2.19 2.22  -0.2031
C 0.10 -5.00 -0.90  -0.4527
H 1.64 -3.83 -1.82  0.0853
C 0.03 -6.02 -2.03  -0.0532
H 0.28 1.85 -0.05  0.0672
C 1.74 -2.73 2.62  -0.1692
C 1.40 -4.23 -0.84  -0.0455
H 1.49 2.57 3.09  0.0834
H -5.00 -1.59 -1.77  0.0573
C 1.74 6.36 -3.30  -0.0513
H -6.80 1.75 -2.42  0.0752
C -2.42 -3.86 1.61  -0.5041
H -3.74 -2.57 -4.57  0.1364
H 1.24 -3.43 -0.11  0.0546
O -0.05 1.82 4.19  -0.1458
H 4.76 3.92 3.33  0.0876
C 1.82 5.59 -1.98  -0.4589
C 1.84 -2.71 4.14  -0.1580
O 3.19 5.61 -1.55  -0.0701
C -1.14 5.19 1.45  -0.4757
O -3.63 0.67 -2.41  -0.0687
H 2.26 -4.83 -0.52  0.0891
H 1.08 -0.38 0.64  0.0669
H -5.21 -0.36 -0.54  0.0779
H 0.06 -5.55 -3.01  0.0728
H 4.90 1.90 0.85  0.0748
H 0.46 1.40 -1.74  0.0864
H 4.75 -1.47 -0.48  0.0665
H -0.90 -2.39 -5.80  0.0748
H -2.06 -2.64 3.37  0.0647
C 0.81 1.17 -0.72  -0.0545
H -2.07 -4.32 -3.46  0.0717
H -1.53 -3.43 1.12  0.1013
H 3.46 -2.72 1.33  0.1077
H -6.59 -0.77 -1.60  0.0764

=====

Record 6
Entry from the Open Molecules 2025 dataset: a 2-piece molecular cluster, C5H4O2 overall at a distorted geometry (ωB97M-V with the def2-TZVPD basis set).

## Properties
- LUMO level (eV) = 1.154
- calculated total energy (eV) = -9343.558
- 2S+1 = 1
- relative energy (zero: lowest compared OMol25 entry of this formula, charge and spin) (kcal per mole) = 14.4

Each line ends with the natural charge from an NBO analysis.
Element x y z (Å)
C -0.38 1.19 -0.42  -0.3169
C 2.12 -1.38 -1.21  0.5024
O 1.45 -2.23 -0.88  -0.5050
H -1.10 -1.44 1.43  0.2080
C 0.71 0.92 0.34  0.0789
H -0.49 1.99 -1.15  0.2322
O 0.49 -0.15 1.13  -0.4119
C -0.77 -0.58 0.87  0.0885
H 1.69 1.38 0.42  0.2104
C -1.36 0.20 -0.07  -0.3185
H -2.36 0.10 -0.47  0.2319

=====

no.,HOMO-LUMO gap (eV)
1,8.935
2,9.616
3,8.476
4,4.603
5,9.185
6,10.107